Molecular formula: C41H50OP2SSb2Ti
Method: DFT, ωB97M-V/def2-TZVPD

Geometry (Å):
1 Ti 0.186 -0.268 0.293
2 C -2.599 -1.000 2.895
3 P -1.949 0.297 1.792
4 C -2.073 1.754 2.876
5 C -3.229 0.476 0.512
6 C -4.556 0.132 0.766
7 C -5.523 0.269 -0.220
8 C -5.173 0.754 -1.472
9 C -3.859 1.114 -1.736
10 C -2.881 0.979 -0.753
11 P -1.174 1.524 -1.043
12 C -1.021 1.775 -2.829
13 C -1.091 3.243 -0.444
14 H -3.468 -0.610 3.426
15 H -1.863 -1.281 3.646
16 H -2.905 -1.884 2.339
17 H -3.127 2.007 3.000
18 H -1.535 2.616 2.495
19 H -1.649 1.502 3.848
20 H -4.852 -0.242 1.737
21 H -6.549 0.003 -0.008
22 H -5.926 0.865 -2.241
23 H -3.610 1.504 -2.713
24 H -1.323 0.894 -3.392
25 H 0.017 1.995 -3.083
26 H -1.637 2.628 -3.118
27 H -0.208 3.727 -0.862
28 H -1.041 3.309 0.639
29 H -1.982 3.769 -0.792
30 C 2.003 2.257 0.797
31 C 3.304 2.124 -0.015
32 C 3.050 1.812 -1.493
33 Sb 2.228 -0.143 -1.707
34 C 1.650 -0.318 -3.713
35 C 0.460 -0.943 -4.074
36 C 0.131 -1.116 -5.412
37 C 0.996 -0.659 -6.397
38 C 2.187 -0.037 -6.045
39 C 2.520 0.127 -4.707
40 C 3.950 -1.337 -1.757
41 C 3.833 -2.634 -2.251
42 C 4.949 -3.455 -2.318
43 C 6.183 -2.983 -1.887
44 C 6.303 -1.689 -1.400
45 C 5.187 -0.862 -1.335
46 Sb 1.749 1.245 2.702
47 C 1.823 -0.832 1.886
48 C 3.031 -1.329 1.362
49 C 3.275 -2.687 1.277
50 C 2.323 -3.593 1.741
51 C 1.142 -3.138 2.308
52 C 0.904 -1.768 2.395
53 C 3.759 1.226 3.314
54 C 4.571 2.334 3.092
55 C 5.869 2.347 3.588
56 C 6.347 1.261 4.306
57 C 5.530 0.162 4.542
58 C 4.232 0.145 4.054
59 H 1.146 1.993 0.151
60 H 1.776 3.298 1.040
61 H 3.968 1.379 0.426
62 H 3.856 3.064 0.055
63 H 3.961 1.864 -2.089
64 H 2.340 2.520 -1.927
65 H -0.231 -1.288 -3.309
66 H -0.796 -1.602 -5.693
67 H 0.745 -0.789 -7.441
68 H 2.861 0.315 -6.814
69 H 3.465 0.593 -4.453
70 H 2.880 -3.009 -2.613
71 H 4.862 -4.457 -2.716
72 H 7.055 -3.620 -1.945
73 H 7.268 -1.318 -1.081
74 H 5.308 0.150 -0.964
75 H 3.805 -0.645 1.043
76 H 4.213 -3.037 0.866
77 H 2.528 -4.655 1.698
78 H 0.439 -3.840 2.740
79 H 0.045 -1.429 2.958
80 H 4.210 3.201 2.550
81 H 6.500 3.210 3.424
82 H 7.356 1.274 4.694
83 H 5.901 -0.674 5.119
84 H 3.603 -0.715 4.260
85 O -0.525 -1.821 -0.457
86 S -1.754 -2.617 -1.062
87 C -2.072 -3.907 0.162
88 C -1.200 -5.099 -0.220
89 C -1.263 -5.170 -1.740
90 C -0.968 -3.756 -2.242
91 H -3.141 -4.117 0.071
92 H -1.879 -3.461 1.136
93 H -1.570 -6.006 0.256
94 H -0.175 -4.932 0.118
95 H -2.253 -5.489 -2.071
96 H -0.540 -5.865 -2.164
97 H -1.340 -3.521 -3.237
98 H 0.092 -3.500 -2.183

Atoms 1-2, force components in eV/Å:
0.0 -0.1 -0.3
-0.1 0.0 0.0

Computed properties:
gap between HOMO and LUMO (alpha / beta): 6.617 / 6.970 eV
spin multiplicity: 2
energy relative to the best compared isomer or geometry (same formula, charge and spin): 0.00 kcal per mole
total charge: +3
E_tot: -4077.53245 hartree
⟨S²⟩: 0.76
HOMO level (alpha / beta): -15.6 / -15.6 eV